(1)
ORCA calculation (ωB97M-V/def2-TZVPD) on C2BiF3NO6S2 as an isolated structure at a distorted geometry.

The geometry in XYZ format:
```
15
Properties=species:S:1:pos:R:3
N 1.87914 0.75983 1.41651
S 1.75115 2.13215 0.49593
O 1.35006 1.81015 -0.94120
S 1.06469 -0.55657 1.18422
O -0.07597 -0.47548 0.22585
O 0.77804 -1.24830 2.43803
C 2.24395 -1.71009 0.30893
F 2.61572 -1.19472 -0.85081
F 3.31706 -1.90396 1.05967
F 1.64498 -2.87264 0.10168
O -0.50310 5.19853 1.07164
C -0.72254 4.09964 0.66632
O -1.42718 3.46879 -0.10046
O 0.48635 2.83276 1.17914
Bi -0.65884 1.20101 -0.94721
```

## Properties
**Multiplicity**: 2
**Kohn-Sham gap (spin up / spin down)**: 7.221 / 8.940 eV
**Energy**: -1892.91625 Ha
**Relative energy (zero: lowest compared OMol25 entry of this formula, charge and spin)**: 0.5516 eV
**F_max**: 4.313 eV Å⁻¹

=====

(2)
ORCA calculation (ωB97M-V/def2-TZVPD) on C2Br2Cl2S as an isolated structure at a distorted geometry.

The geometry in XYZ format:
```
7
Properties=species:S:1:pos:R:3
C -1.29635 0.13538 0.00704
C 0.91692 -0.13429 0.40127
S -0.30610 -0.02991 1.61001
Cl -1.45057 -1.10994 -1.24745
Cl -1.35861 1.74898 -0.62067
Br 1.67067 -1.88446 0.12350
Br 1.82404 1.27423 -0.27369
```

## Properties
**Kohn-Sham gap (spin up / spin down)**: 7.707 / 7.655 eV
**Energy**: -6542.68318 Ha
**Relative energy (zero: lowest compared OMol25 entry of this formula, charge and spin)**: 2.3303 eV
**F_max**: 2.436 eV Å⁻¹

=====

(3)
ORCA calculation (ωB97M-V/def2-TZVPD) on C2Br2F2O as an isolated structure at a distorted geometry.

The geometry in XYZ format:
```
7
Properties=species:S:1:pos:R:3
C 0.66386 -0.52200 0.35988
C -0.64279 0.03029 -0.30177
O 1.43722 -1.44028 0.07395
F -1.43754 0.53133 0.54318
F -1.38413 -0.79549 -1.05734
Br 1.08053 0.81210 1.78073
Br 0.28286 1.38405 -1.39863
```

## Properties
**Kohn-Sham gap**: 10.195 eV
**Energy**: -5499.18006 Ha
**Relative energy (zero: lowest compared OMol25 entry of this formula, charge and spin)**: 0.4606 eV
**F_max**: 5.268 eV Å⁻¹